The following is a DFT calculation (ωB97M-V/def2-TZVPD) of C30H31AsBr2N3RhS as an isolated structure.

Last column: Mulliken spin population.
Cartesian coordinates (Å):
Rh1 -0.5910 -1.0682 -0.8508  1.72
C1 0.8862 3.5662 4.1867  0.01
C2 1.7266 2.5888 3.3403  0.02
C3 1.8665 3.1607 1.9308  -0.01
C4 3.1295 2.4144 3.9648  0.01
C5 1.0415 1.2377 3.3246  0.06
C6 0.7839 0.5743 4.6000  0.19
C7 0.1262 -0.6288 4.7214  -0.03
C8 -0.3055 -1.2230 3.5479  0.15
S1 -1.1925 -2.6704 3.3538  0.00
C9 -1.1631 -2.4247 1.6421  0.03
N1 -0.5122 -1.3081 1.2378  0.05
C10 -0.0327 -0.6105 2.2663  0.16
C11 0.6627 0.6196 2.1804  0.04
C12 -1.7783 -3.2439 0.6932  -0.06
C13 -2.5164 -4.4044 1.0516  0.05
C14 -3.1447 -5.1127 0.0700  0.03
C15 -3.0535 -4.6663 -1.2607  0.12
C16 -2.3231 -3.5253 -1.6274  -0.02
C17 -1.6548 -2.8016 -0.6682  0.04
H1 1.4223 4.5145 4.2624  0.00
H2 0.7110 3.2115 5.2060  0.00
H3 -0.0847 3.7628 3.7223  0.00
H4 2.2597 4.1765 1.9968  0.00
H5 0.9038 3.2162 1.4077  0.00
H6 2.5697 2.5791 1.3238  0.00
H7 3.6733 3.3587 3.8825  0.00
H8 3.7091 1.6433 3.4476  0.00
H9 3.0829 2.1561 5.0278  0.00
H10 1.1270 1.0581 5.5088  0.00
H11 -0.0538 -1.0812 5.6904  0.00
H12 0.8401 1.0645 1.2106  -0.01
H13 -2.5916 -4.7238 2.0864  0.00
H14 -3.7185 -5.9978 0.3129  0.00
H15 -3.5723 -5.2226 -2.0347  0.00
H16 -2.3151 -3.2246 -2.6650  0.03
Br1 -1.4306 -0.4839 -7.3933  0.01
C18 -1.2146 -0.6779 -5.5533  0.06
C19 -0.5986 -1.8574 -5.0561  0.14
C20 -0.4283 -1.9528 -3.7146  -0.04
N2 -0.8363 -0.9975 -2.8409  0.14
C21 -1.4522 0.1494 -3.3113  0.20
C22 -1.6281 0.2993 -4.7129  0.05
C23 -1.8538 1.0794 -2.3390  0.12
C24 -2.5949 2.2583 -2.6058  0.04
C25 -3.0145 3.0340 -1.5754  0.10
Br2 -4.0070 4.5722 -1.9156  0.01
C26 -2.7339 2.6879 -0.2258  0.12
C27 -2.0103 1.5625 -0.0116  -0.02
N3 -1.5368 0.7761 -1.0173  0.21
H17 -0.2614 -2.6452 -5.7166  0.01
H18 0.0519 -2.8201 -3.2834  0.02
H19 -2.0864 1.1969 -5.1084  0.01
H20 -2.8494 2.5270 -3.6231  0.01
H21 -3.0849 3.2917 0.5998  0.01
H22 -1.7659 1.2594 0.9971  0.01
C28 3.1671 -1.6953 -0.5342  0.01
As1 1.8746 -0.5083 -1.3335  0.14
C29 2.4882 1.2378 -0.7796  0.04
C30 2.3722 -0.5421 -3.1947  0.02
H23 4.1585 -1.2772 -0.6865  0.01
H24 3.1026 -2.6641 -1.0247  0.00
H25 2.9793 -1.8159 0.5284  0.00
H26 3.3618 1.4807 -1.3783  0.01
H27 2.7658 1.2090 0.2723  0.00
H28 1.7130 1.9829 -0.9395  0.00
H29 3.4141 -0.2304 -3.2448  0.01
H30 1.7497 0.1442 -3.7647  0.00
H31 2.2707 -1.5454 -3.6037  0.00

Calculated values
**Kohn-Sham gap (alpha / beta)**: 3.78 / 4.26 eV
**ΔE to the lowest compared entry with this formula, charge and spin**: 10.1 kcal/mol
**Net charge**: +2
**HOMO energy (alpha / beta)**: -10.67 / -13.83 eV
**Spin multiplicity**: 5

=====

The following is a DFT calculation (ωB97M-V/def2-TZVPD) of a 2-piece molecular cluster, CH5NO3 overall in a non-equilibrium geometry.

Last column: Mulliken charge in e.
Cartesian coordinates (Å):
N1 1.7363 -0.0120 0.1502  -0.38
C1 0.5103 -0.5429 0.0099  0.46
O1 -0.0798 -1.3308 0.6894  -0.46
H1 1.9982 0.8140 -0.3600  0.22
H2 2.3738 -0.4768 0.7795  0.24
H3 0.2200 -0.4256 -1.2777  -0.06
O2 -1.5088 0.4195 -0.5469  -0.52
O3 -1.7371 1.2575 0.5802  -0.25
H4 -1.0508 -0.4801 -1.0445  0.41
H5 -2.4621 0.7772 1.0197  0.33

Calculated values
**Kohn-Sham gap**: 9.40 eV
**SMILES**: NC=O.OO
**ΔE to the lowest compared entry with this formula, charge and spin**: 180.5 kcal/mol
**HOMO energy**: -9.20 eV
**Spin multiplicity**: 1

=====

The following is a DFT calculation (ωB97M-V/def2-TZVPD) of one molecule with the formula C21H28N6O4S in a non-equilibrium geometry.

Last column: Mulliken charge in e.
Cartesian coordinates (Å):
C1 1.9933 0.8840 8.2354  -1.48
C2 1.7185 0.5572 6.8004  0.50
C3 1.6726 -0.7630 6.3767  -1.04
C4 1.4283 -1.0926 5.0510  0.64
C5 1.4129 -2.5304 4.6457  -1.77
C6 1.2157 -0.0647 4.1286  0.69
S1 0.9119 -0.6496 2.4440  1.47
O1 -0.2235 -1.5333 2.4909  -0.72
O2 2.1550 -1.1707 1.9448  -0.72
N1 0.4866 0.6807 1.4877  0.32
C7 -0.9146 0.7661 1.1405  -1.38
C8 -1.2532 -0.1270 -0.0562  -0.40
N2 -0.3923 0.2374 -1.1694  0.21
C9 -0.7297 -0.0380 -2.4623  0.25
N3 0.1443 -0.5340 -3.3338  -0.67
C10 -0.5083 -0.5589 -4.5130  1.12
C11 -1.7953 -0.0701 -4.3774  -0.25
C12 -2.6944 0.0437 -5.4745  0.54
O3 -3.8261 0.5020 -5.4605  -0.73
N4 -2.1131 -0.4419 -6.6538  -0.04
C13 -2.9194 -0.4039 -7.8623  -1.15
C14 -0.8377 -0.9577 -6.8198  0.63
O4 -0.4540 -1.3533 -7.9002  -0.67
N5 -0.0282 -1.0009 -5.7041  -0.01
C15 1.3203 -1.5122 -5.8097  -1.11
N6 -1.9212 0.2748 -3.0377  -0.13
C16 -3.0864 0.9202 -2.4956  -1.07
C17 1.0096 0.0466 -0.8304  -0.66
C18 1.3522 0.9451 0.3568  -1.23
C19 1.2836 1.2688 4.5166  0.91
C20 1.1250 2.4229 3.5753  -1.11
C21 1.5294 1.5533 5.8572  -1.15
H1 3.0186 0.6166 8.4887  0.33
H2 1.8558 1.9444 8.4288  0.35
H3 1.3321 0.3177 8.8883  0.37
H4 1.8358 -1.5546 7.0934  0.38
H5 0.4075 -2.8278 4.3540  0.32
H6 2.0555 -2.6829 3.7816  0.34
H7 1.7496 -3.1618 5.4643  0.42
H8 -1.4924 0.4485 2.0078  0.53
H9 -1.1421 1.8115 0.9050  0.53
H10 -2.3005 -0.0081 -0.3210  0.37
H11 -1.0766 -1.1707 0.2397  0.21
H12 -3.0410 -1.4122 -8.2571  0.32
H13 -2.4269 0.2083 -8.6174  0.32
H14 -3.8847 0.0213 -7.5974  0.37
H15 1.3712 -2.1583 -6.6841  0.38
H16 1.5543 -2.0616 -4.9005  0.36
H17 2.0297 -0.6909 -5.9254  0.29
H18 -3.7127 0.2157 -1.9422  0.30
H19 -2.7935 1.7452 -1.8457  0.37
H20 -3.6700 1.2991 -3.3346  0.36
H21 1.6119 0.3018 -1.7009  0.59
H22 1.2096 -0.9964 -0.5538  0.25
H23 2.3767 0.7553 0.6738  0.50
H24 1.2352 1.9981 0.0808  0.52
H25 1.3140 3.3556 4.1026  0.42
H26 0.1187 2.4554 3.1660  0.21
H27 1.8231 2.3427 2.7471  0.21
H28 1.5797 2.5872 6.1672  0.29

Calculated values
**Kohn-Sham gap**: 8.32 eV
**SMILES**: Cc1cc(C)c(S(=O)(=O)N2CCN(c3nc4c(c(=O)n(C)c(=O)n4C)n3C)CC2)c(C)c1
**ΔE to the lowest compared entry with this formula, charge and spin**: 33.5 kcal/mol
**HOMO energy**: -7.79 eV
**Spin multiplicity**: 1

=====

The following is a DFT calculation (ωB97M-V/def2-TZVPD) of C34H33Br2IKN6O2SSb as an isolated structure in a non-equilibrium geometry.

Last column: Mulliken charge in e.
Cartesian coordinates (Å):
K1 0.0060 0.2312 -0.1176  0.95
C1 -1.2993 0.2677 -3.4375  -0.88
C2 -2.5048 0.1869 -2.5358  0.53
C3 -3.7758 -0.0927 -3.0407  -0.86
C4 -4.8420 -0.1861 -2.1732  -0.69
C5 -4.6252 -0.0182 -0.8101  -0.73
C6 -3.3348 0.2605 -0.3628  -0.07
N1 -2.3090 0.3866 -1.2250  0.58
Sb1 -3.2516 0.4260 1.8264  0.93
C7 -2.2485 2.3073 2.1124  -0.04
C8 -2.8378 3.1384 3.0582  -0.92
C9 -2.2504 4.3681 3.3255  -0.47
C10 -1.1080 4.7140 2.6446  -0.91
C11 -0.5694 3.8350 1.7039  0.73
C12 0.6944 4.1977 0.9791  -0.82
N2 -1.1326 2.6483 1.4347  0.43
C13 -1.7060 -0.9432 2.5466  0.25
C14 -2.2138 -1.9541 3.3608  -0.88
C15 -1.3496 -2.9476 3.8021  -0.55
C16 -0.0323 -2.9264 3.3937  -0.87
C17 0.4105 -1.8918 2.5736  0.56
C18 1.8107 -1.8838 1.9961  -0.64
N3 -0.4077 -0.8966 2.2104  0.21
H1 -1.5413 -0.0904 -4.4393  0.46
H2 -0.4604 -0.3179 -3.0496  0.03
H3 -0.9404 1.2951 -3.5080  0.04
H4 -3.9043 -0.2378 -4.1063  0.49
H5 -5.8357 -0.4037 -2.5470  0.38
H6 -5.4456 -0.1067 -0.1100  0.43
H7 -3.7370 2.8315 3.5767  0.41
H8 -2.6784 5.0365 4.0627  0.40
H9 -0.6065 5.6558 2.8319  0.46
H10 1.3551 4.7826 1.6225  0.53
H11 0.4734 4.7969 0.0930  0.39
H12 1.2107 3.3045 0.6404  -0.38
H13 -3.2589 -1.9737 3.6409  0.43
H14 -1.7102 -3.7438 4.4424  0.40
H15 0.6588 -3.7063 3.6894  0.43
H16 2.3507 -2.7775 2.3101  0.43
H17 2.3681 -0.9978 2.3064  0.21
H18 1.7673 -1.8778 0.8988  -0.12
Br1 3.0729 -2.3464 -3.0431  -0.22
C19 3.7572 -1.2601 -1.6521  -0.26
C20 5.0728 -1.4991 -1.2298  -0.36
C21 5.6213 -0.7879 -0.2070  -0.10
Br2 7.4035 -1.1560 0.3163  -0.26
C22 4.8492 0.1932 0.4642  0.60
C23 5.3068 0.9180 1.5917  -0.95
C24 4.4763 1.7824 2.2332  -1.08
C25 3.1621 1.9504 1.7517  -0.11
N4 2.6972 1.3287 0.6982  0.41
C26 3.5263 0.4578 0.0379  0.02
C27 2.9346 -0.2652 -1.1073  0.42
O1 1.7594 -0.0085 -1.5063  -0.63
H19 5.6545 -2.2621 -1.7299  0.44
H20 6.3199 0.7644 1.9382  0.32
H21 4.8104 2.3323 3.1036  0.42
H22 2.4786 2.6243 2.2605  0.37
I1 0.5761 5.7769 -4.7378  0.10
C28 0.7944 4.2654 -3.3861  -0.72
C29 1.9532 3.5924 -3.0744  -0.33
N5 1.6170 2.6933 -2.1319  0.32
N6 0.3226 2.7172 -1.8159  -0.22
C30 -0.1992 3.6656 -2.5853  -0.45
H23 2.9598 3.6772 -3.4496  0.44
H24 2.1604 1.9398 -1.7266  -0.05
H25 -1.2526 3.8981 -2.5251  0.50
O2 -1.0256 -1.9610 -0.1928  -0.35
S1 -0.8735 -2.8277 -1.4339  0.43
C31 -2.5080 -3.4901 -1.7661  -0.37
C32 -2.7107 -4.6190 -0.7601  -0.50
C33 -1.4245 -5.4375 -0.8600  -0.69
C34 -0.2712 -4.4276 -0.8231  -0.58
H26 -2.5130 -3.8525 -2.7991  0.48
H27 -3.1874 -2.6395 -1.6838  -0.09
H28 -3.6063 -5.2040 -0.9674  0.48
H29 -2.8126 -4.1931 0.2413  0.12
H30 -1.4104 -5.9787 -1.8095  0.30
H31 -1.3221 -6.1771 -0.0665  0.39
H32 0.6168 -4.7182 -1.3827  0.47
H33 0.0252 -4.1629 0.1954  0.01

Calculated values
**Kohn-Sham gap**: 7.01 eV
**ΔE to the lowest compared entry with this formula, charge and spin**: 28.8 kcal/mol
**HOMO energy**: -6.78 eV
**Spin multiplicity**: 1